(1)
Entry from OMol25: 2 unconnected molecules or ions with the total composition C6H4FNO (wB97M-V/def2-TZVPD).

```
13
Properties=species:S:1:pos:R:3:nbo_charge:R:1
C 2.62114 1.32599 -0.38641 -0.458
C 1.97668 0.19695 -0.27231 0.084
C 1.36045 -0.89343 -0.15005 -0.170
C 0.70311 -2.01319 0.01198 0.245
F -0.42122 -2.30751 -0.66905 -0.329
H 2.27892 2.10132 -1.05230 0.224
H 3.50907 1.53477 0.18739 0.223
H 1.00821 -2.80859 0.67806 0.183
N -1.19462 -0.31463 1.43992 -0.228
C -1.98401 0.18500 0.77886 0.158
C -3.01214 0.83246 -0.00546 0.338
O -2.84516 1.38038 -1.05616 -0.422
H -4.00042 0.78048 0.49554 0.151
```

As for the total charge: 0. Its SMILES is C=C=C=CF.N#CC=O. The multiplicity is 1.


(2)
Entry from OMol25: C4H8O3 in the gas phase (wB97M-V/def2-TZVPD).

```
15
Properties=species:S:1:pos:R:3:nbo_charge:R:1
O 2.76884 -1.03326 0.85950 -0.536
C 1.68197 -0.60163 1.17273 0.428
C 0.76454 0.03730 0.16319 -0.024
O 1.29790 -0.09198 -1.12681 -0.721
C -0.65177 -0.53061 0.22112 -0.429
C -1.57707 0.29654 -0.66317 -0.065
O -1.61618 1.62940 -0.17641 -0.731
H 1.32353 -0.62990 2.22030 0.123
H 0.68915 1.10459 0.44740 0.202
H 2.19182 -0.45644 -1.00613 0.492
H -0.64289 -1.57276 -0.12088 0.218
H -1.02472 -0.51065 1.25371 0.211
H -1.20475 0.25577 -1.69362 0.183
H -2.59086 -0.12402 -0.64961 0.170
H -1.40951 2.22764 -0.90133 0.477
```

As for the total charge: 0. Its SMILES is O=C[C@@H](O)CCO. The multiplicity is 1.


(3)
Entry from OMol25: a molecular structure, C4H5F2N (wB97M-V/def2-TZVPD).

```
12
Properties=species:S:1:pos:R:3:nbo_charge:R:1
C -1.35446 -0.46882 0.28405 -0.347
C -0.37522 -0.61251 -0.62281 -0.290
C 1.02317 -0.19936 -0.36811 0.277
C 1.24335 1.11792 1.08656 0.489
N 2.03760 -0.76748 -0.82013 -0.627
F 2.54554 1.38787 1.06655 -0.358
F 0.96920 0.56032 2.28026 -0.342
H -2.38605 -0.83422 -0.06910 0.226
H -1.06718 0.00852 1.21774 0.218
H -0.41897 -1.27295 -1.49378 0.226
H 0.89119 2.15536 0.86781 0.144
H 3.00575 -0.54614 -0.52109 0.384
```

As for the total charge: 0. The multiplicity is 1.


(4)
Entry from OMol25: 11 unconnected molecules or ions with the total composition C35H100N14O11 (wB97M-V/def2-TZVPD).

```
160
Properties=species:S:1:pos:R:3:mulliken_spin:R:1
C -1.31419 1.91505 4.57151 5.944
O -2.23060 1.65962 3.82063 -3.007
N -0.12165 2.38870 4.18535 -0.516
N -1.49117 1.81253 5.89274 -0.561
H -0.13148 3.07988 3.44895 -0.184
H 0.53440 2.42280 4.95251 -0.384
H -0.73095 2.14630 6.46785 -0.215
H -2.34696 1.34232 6.15085 -0.144
C -0.98227 -4.20806 7.34385 0.164
O -0.90410 -3.80826 6.24451 -0.057
N -0.90355 -5.43269 7.74000 -0.030
N -1.50150 -3.47090 8.26485 -0.028
H -1.04683 -5.64459 8.71706 -0.001
H -0.66709 -6.17967 7.10265 -0.002
H -1.50830 -3.83368 9.20742 -0.003
H -1.99991 -2.64730 7.95931 0.000
C -3.64617 -1.23920 5.93722 0.117
O -3.98292 -1.77849 6.95908 -0.028
N -4.25570 -0.21368 5.36911 -0.009
N -2.58124 -1.48820 5.23998 -0.182
H -5.09407 0.16961 5.78181 -0.003
H -3.82813 0.23147 4.56966 0.051
H -1.92926 -2.19872 5.54027 0.064
H -2.36783 -0.88725 4.45677 0.013
C 0.98014 8.96906 -2.31384 0.004
C 1.75813 7.62094 -2.09168 0.043
C 0.79809 6.42826 -1.81770 -0.048
O 1.40603 5.23194 -1.54501 -0.579
C 1.62873 5.06214 -0.17579 0.789
N 2.53056 7.31406 -3.30282 -0.006
H 1.62498 9.84786 -2.31598 0.001
H 0.36910 8.97768 -1.41126 0.001
H 0.27018 9.04395 -3.13751 -0.003
H 2.36677 7.73753 -1.19498 0.002
H 0.38258 6.16422 -2.79020 0.027
H -0.09320 6.50598 -1.19506 -0.052
H 2.03133 5.91977 0.36318 -0.215
H 2.26111 4.18028 -0.07311 0.060
H 0.68678 4.83613 0.32397 0.110
H 2.48765 6.31376 -3.16988 0.003
H 1.99318 7.43020 -4.15006 -0.002
C 3.69657 -3.32258 1.89085 0.061
C 4.46424 -4.51559 1.34261 -0.029
C 3.88020 -5.93976 1.27130 0.011
O 4.75179 -7.02688 0.79731 0.000
C 5.72897 -7.32610 1.74754 0.002
N 4.87281 -4.12932 -0.02942 0.008
H 2.77092 -3.21580 1.32527 0.021
H 4.17785 -2.34608 1.83693 0.005
H 3.45016 -3.31753 2.95262 -0.038
H 5.39939 -4.44164 1.89771 -0.004
H 3.04633 -5.93907 0.56933 -0.001
H 3.43514 -6.08321 2.25590 -0.003
H 6.55967 -7.91256 1.35499 0.000
H 5.33832 -7.94550 2.55491 -0.001
H 6.03449 -6.48778 2.37361 0.000
H 4.82784 -4.98209 -0.56873 0.000
H 4.21178 -3.59226 -0.57230 -0.006
C -4.42652 3.69803 2.14224 0.315
C -4.74131 2.64427 1.05520 -0.401
C -6.25965 2.58564 0.67212 0.057
O -6.31737 2.13171 -0.74979 0.009
C -7.55669 1.86546 -1.26754 0.002
N -3.96638 2.99929 -0.11163 0.068
H -4.56959 4.73815 1.84937 -0.054
H -3.52101 3.58671 2.73869 -0.066
H -5.18259 3.60006 2.92126 0.035
H -4.45966 1.64578 1.38954 -0.019
H -6.62410 3.61289 0.67728 0.002
H -6.81972 2.03659 1.42907 0.002
H -8.32330 2.53049 -0.86986 0.000
H -7.81432 0.85301 -0.95668 0.001
H -7.68180 1.90104 -2.34975 0.000
H -3.15218 2.42420 0.05098 0.002
H -4.61623 2.39833 -0.59809 0.000
C 0.53640 -0.09524 -4.79075 -0.009
C -0.37363 0.40992 -3.59804 -0.012
C -1.27325 1.51630 -4.05171 -0.002
O -0.50246 2.67628 -4.28283 -0.009
C -1.36837 3.84128 -4.56911 0.004
N -1.12718 -0.75871 -3.19993 0.002
H 0.10138 -0.49930 -5.70487 0.000
H 1.31939 -0.70701 -4.34269 0.002
H 1.02825 0.76800 -5.23906 0.001
H 0.29803 0.63264 -2.76896 0.011
H -1.99983 1.69686 -3.25950 0.003
H -1.94894 1.29410 -4.87763 0.000
H -0.69089 4.69488 -4.59088 0.003
H -2.12311 3.95163 -3.79046 -0.002
H -1.85276 3.70433 -5.53590 0.000
H -2.04714 -0.79523 -2.78467 0.000
H -1.14762 -1.41381 -3.96839 0.000
C 4.32407 -1.82203 -3.41698 -0.010
C 3.89534 -3.21345 -3.99990 0.002
C 2.40683 -3.39290 -3.78601 -0.002
O 2.18672 -3.76111 -2.44998 0.001
C 0.84816 -3.50481 -1.98432 -0.003
N 4.07020 -3.09580 -5.46240 0.000
H 4.48235 -0.98812 -4.10081 0.002
H 5.17542 -1.99022 -2.75742 -0.001
H 3.52214 -1.44147 -2.78438 0.009
H 4.33114 -4.10144 -3.54205 -0.001
H 2.03039 -4.24404 -4.35341 0.000
H 1.83690 -2.50902 -4.07241 0.001
H 0.54455 -2.47207 -1.81298 -0.005
H 0.77681 -4.02145 -1.02720 0.003
H 0.14724 -3.94745 -2.69206 -0.001
H 4.12705 -4.03814 -5.82136 0.000
H 4.93405 -2.67219 -5.76969 0.000
C 3.05266 2.48413 -3.94105 -0.009
C 3.88316 2.78262 -2.73975 -0.075
C 5.36814 2.23251 -2.84561 0.022
O 6.01906 2.38368 -1.57648 -0.010
C 7.41406 2.43963 -1.66316 0.008
N 3.72167 4.18765 -2.63900 0.003
H 2.01452 2.52811 -3.61175 0.003
H 3.28328 1.45477 -4.21558 0.004
H 3.08447 3.17847 -4.78068 0.000
H 3.43830 2.39619 -1.82275 0.049
H 5.86968 2.58657 -3.74629 0.002
H 5.38584 1.14502 -2.91736 0.000
H 7.88928 2.90291 -2.52782 0.001
H 7.79401 1.42517 -1.54235 -0.003
H 7.79093 3.11843 -0.89811 -0.001
H 2.85302 4.43833 -2.18875 0.036
H 4.35408 4.55200 -1.94086 0.000
C -4.48803 -1.80054 2.11571 -0.005
C -4.14596 -2.50711 0.82481 -0.016
C -4.76272 -3.95818 0.70589 0.001
O -4.63221 -4.45829 -0.62163 0.000
C -3.24264 -4.74753 -1.04196 0.000
N -4.48286 -1.52088 -0.14263 0.004
H -4.25543 -2.45541 2.95544 0.002
H -5.57447 -1.73022 2.16867 0.003
H -4.03601 -0.82975 2.31907 -0.006
H -3.08157 -2.67557 0.66112 0.002
H -5.81537 -3.99845 0.98590 0.001
H -4.27737 -4.66447 1.37944 -0.001
H -2.88677 -5.63801 -0.52379 0.000
H -2.69192 -3.81374 -1.15536 0.001
H -3.37393 -5.01350 -2.09083 0.000
H -3.68149 -0.92294 -0.28531 -0.001
H -4.70339 -2.09987 -0.94029 0.000
C 0.45456 1.22809 0.32585 0.641
C -0.56784 0.10554 0.51963 -0.687
C -0.17631 -1.02688 1.40931 0.140
O -1.18705 -1.98537 1.74253 -0.241
C -0.78716 -3.09953 2.46503 0.012
N -1.88146 0.51569 0.96627 -0.030
H 1.19182 1.09158 -0.46530 -0.039
H 0.91968 1.52004 1.26742 -0.159
H -0.09587 2.11055 -0.00031 0.003
H -0.75881 -0.39157 -0.43141 0.000
H 0.08832 -0.61937 2.38503 0.146
H 0.67940 -1.61796 1.08296 0.046
H -0.37710 -2.99852 3.46990 0.030
H -0.18487 -3.81144 1.90067 0.006
H -1.73157 -3.56352 2.74947 0.001
H -1.87215 1.23366 1.67657 0.038
H -2.32996 -0.24325 1.45917 -0.017
```

As for the total charge: -1. The expectation value of S² is 0.75. The multiplicity is 2.


Record-wise E values, in a.u.: -460.73479, -382.91053, -409.79939, -2987.44524
Record-wise ΔE to the lowest compared entry with this formula, charge and spin values, in kcal/mol: 8.47, 34.07, 52.40, 0.00